ORCA calculation (the ωB97M-V functional and the def2-TZVPD basis) on C4H8FP as an isolated structure in a non-equilibrium geometry.

Properties
Frontier orbital gap ... 0.391 hartree
Lowest unoccupied orbital energy ... 0.950 eV

Cartesian coordinates (Å):
C: -0.88494 1.19153 0.50990
C: 0.36835 0.55240 1.08416
C: -1.02700 -0.08711 -0.45712
C: 0.24088 -0.52196 0.02901
F: 0.01383 -1.98302 0.80193
P: 1.74885 -1.10447 -0.91944
H: -1.63977 1.26494 1.18995
H: -0.73344 1.96115 -0.14324
H: 1.37433 1.12352 0.94487
H: 0.37307 0.06402 2.04323
H: -1.75860 -0.72743 -0.07557
H: -1.10765 -0.15365 -1.60491
H: 2.07100 0.18151 -1.59974
H: 0.96111 -1.76146 -1.80302

=====

ORCA calculation (the ωB97M-V functional and the def2-TZVPD basis) on C4H13N2O2 as an isolated structure in a non-equilibrium geometry.

Properties
Frontier orbital gap ... 0.267 hartree
Lowest unoccupied orbital energy ... 3.548 eV
Total charge ... -1

Cartesian coordinates (Å):
C: 0.51235 0.15303 0.84878
C: -0.29119 -0.45335 -0.28677
C: -1.67506 0.15704 -0.39022
O: -2.48570 -0.17911 0.69328
N: 2.29804 -0.47442 0.72210
C: 2.84280 0.75110 -0.02770
N: 4.07224 0.49717 -0.74065
H: 0.61438 1.22524 0.70814
H: -0.03776 -0.06913 1.77478
H: 0.24618 -0.09256 -1.17999
H: -0.27216 -1.54208 -0.32162
H: -1.53432 1.25981 -0.44214
H: -2.17620 -0.07972 -1.33220
H: 1.56421 -0.25189 1.43767
H: 2.19725 1.40822 -0.60374
H: 3.04179 1.12030 0.98949
H: 4.48382 -0.34533 -0.34104
H: 3.77342 0.15304 -1.65509
H: -3.46137 -0.26370 0.26554
H: -5.42643 -0.48995 -0.35660
O: -4.52170 -0.57398 -0.66730

=====

ORCA calculation (the ωB97M-V functional and the def2-TZVPD basis) on a 3-piece molecular cluster, C42H47O6S overall in a non-equilibrium geometry.

Properties
Frontier orbital gap ... 0.287 hartree
Lowest unoccupied orbital energy ... -3.172 eV
Total charge ... +1

Cartesian coordinates (Å):
C: 7.38511 -0.09332 -2.52989
O: 6.20535 0.64870 -2.31029
C: 6.19371 1.91503 -2.93434
C: 4.75069 2.41248 -3.07825
C: 4.66484 3.89550 -2.77402
C: 3.25851 4.50194 -2.77844
C: 2.17821 3.69660 -2.04345
C: 0.79828 3.90449 -2.68999
C: -0.33420 3.95544 -1.66187
C: -1.58584 4.70755 -2.14971
C: -2.66007 3.78353 -2.76161
C: -4.07978 4.11803 -2.29802
C: -4.93142 2.88511 -2.00529
S: -5.64893 2.19633 -3.51752
C: -7.28274 1.54420 -3.07494
C: -7.24722 0.02975 -3.09994
O: -8.49849 -0.34192 -2.58567
H: 7.13751 -1.14337 -2.42643
H: 7.79447 0.06247 -3.52746
H: 8.16402 0.14709 -1.80389
H: 6.77714 2.63424 -2.35631
H: 6.64869 1.85810 -3.92532
H: 4.44910 2.20636 -4.10048
H: 4.15490 1.80118 -2.40940
H: 5.18078 4.13214 -1.85017
H: 5.23073 4.40525 -3.55315
H: 3.32897 5.46169 -2.27240
H: 2.93188 4.73237 -3.78554
H: 2.08760 4.04956 -1.02079
H: 2.39081 2.63528 -2.01680
H: 0.79182 4.84846 -3.22494
H: 0.58198 3.09889 -3.38780
H: 0.01020 4.44105 -0.75588
H: -0.65569 2.95715 -1.38080
H: -2.03134 5.18414 -1.28179
H: -1.32323 5.49659 -2.84512
H: -2.40749 2.74871 -2.55531
H: -2.62782 3.90940 -3.84114
H: -4.06895 4.67246 -1.36741
H: -4.58020 4.75173 -3.02304
H: -5.76367 3.17954 -1.37469
H: -4.37302 2.11382 -1.49216
H: -5.89316 3.30408 -4.23800
H: -7.48225 1.87331 -2.06214
H: -8.03253 1.91686 -3.76010
H: -7.08874 -0.32962 -4.11657
H: -6.42955 -0.36017 -2.49051
H: -8.73850 -1.22446 -2.91464
C: -1.70330 4.25399 5.22014
C: -2.15326 3.11466 5.87958
C: -1.64594 1.87107 5.54402
C: -0.69069 1.75927 4.54141
C: -0.25233 2.90114 3.86669
C: -0.75668 4.14812 4.21550
C: 0.74140 2.80192 2.76117
O: 1.11584 3.79490 2.16938
C: 1.24618 1.45219 2.39124
C: 2.13762 1.32990 1.33352
C: 2.62035 0.08294 0.97327
C: 2.22419 -1.04866 1.67929
C: 1.33852 -0.93157 2.73758
C: 0.83783 0.31462 3.09131
C: -0.14321 0.41438 4.20599
O: -0.49747 -0.57170 4.81877
H: -2.09353 5.22597 5.49178
H: -2.89817 3.19924 6.65968
H: -1.98597 0.98305 6.05848
H: -0.40373 5.02998 3.69898
H: 2.44808 2.21244 0.79074
H: 3.31023 -0.00950 0.14424
H: 2.60507 -2.02290 1.40222
H: 1.03033 -1.81040 3.28758
C: -1.80203 -4.36071 3.55128
C: -2.25432 -5.50638 4.19854
C: -1.74714 -6.74750 3.85256
C: -0.78896 -6.85058 2.85189
C: -0.34825 -5.70319 2.19042
C: -0.85416 -4.46070 2.54775
C: 0.65187 -5.78806 1.09060
O: 1.04188 -4.78531 0.52482
C: 1.15645 -7.13317 0.70339
C: 2.05304 -7.24358 -0.35227
C: 2.54141 -8.48632 -0.71655
C: 2.14228 -9.62457 -0.02373
C: 1.24631 -9.52161 1.02643
C: 0.74473 -8.27839 1.38967
C: -0.23877 -8.19083 2.50500
O: -0.58513 -9.18176 3.11206
H: -2.18976 -3.38982 3.83125
H: -3.00127 -5.42892 4.97739
H: -2.08997 -7.64029 4.35672
H: -0.50123 -3.57364 2.03930
H: 2.36352 -6.35556 -0.88488
H: 3.23672 -8.57079 -1.54111
H: 2.53040 -10.59405 -0.30634
H: 0.93055 -10.40313 1.56665

=====

ORCA calculation (the ωB97M-V functional and the def2-TZVPD basis) on C50H36BF7O32 as an isolated structure in a non-equilibrium geometry.

Properties
Frontier orbital gap ... 0.264 hartree
Lowest unoccupied orbital energy ... -1.968 eV

Cartesian coordinates (Å):
O: 0.89849 -0.80271 -2.68689
C: 0.64187 -0.04865 -3.57783
O: -0.16410 1.01551 -3.48216
C: 1.26042 -0.10144 -4.98258
F: 2.02421 1.00957 -5.13325
F: 0.23615 -0.01829 -5.86322
C: 2.10865 -1.36124 -5.34548
F: 1.74143 -1.74209 -6.58807
F: 1.87219 -2.40268 -4.52820
C: 3.63103 -1.09582 -5.39151
F: 4.23286 -2.29232 -5.62046
F: 3.88575 -0.29439 -6.44674
C: 4.25270 -0.49157 -4.08996
O: 5.05323 0.41115 -4.22717
B: 3.99092 -1.04542 -2.58903
O: 4.10638 -2.37326 -2.29297
C: 3.59566 0.00837 -1.50911
C: 3.19110 -0.59679 -0.16957
C: 2.16368 0.25003 0.56683
F: 2.71288 0.76541 1.73602
H: -1.00505 0.73042 -3.08453
H: 3.33151 -2.84193 -2.62602
H: 4.37801 0.75657 -1.42968
H: 2.75281 0.53033 -1.94066
H: 4.05511 -0.61675 0.47841
H: 2.79121 -1.58716 -0.30408
H: 1.31789 -0.35125 0.87600
H: 1.83723 1.09179 -0.02425
C: 5.68338 -6.54695 -0.05702
C: 5.35804 -5.26660 0.13126
C: 6.34588 -4.15597 -0.05719
O: 5.92425 -3.02843 0.09027
C: 7.70732 -4.49748 -0.43655
C: 8.03881 -5.78412 -0.61203
C: 7.03839 -6.89697 -0.44495
O: 7.41412 -8.03387 -0.65267
O: 9.25643 -6.17851 -0.95402
O: 4.13524 -4.87399 0.46379
H: 4.96647 -7.34722 0.06124
H: 8.41459 -3.69075 -0.56593
H: 9.21617 -7.15036 -1.02065
H: 4.16742 -3.89818 0.50371
C: 0.73908 6.08563 -1.39158
C: 0.83260 4.75575 -1.46635
C: 2.13284 4.05365 -1.70518
O: 2.08377 2.83836 -1.72804
C: 3.33212 4.84625 -1.88285
C: 3.24869 6.18256 -1.81499
C: 1.94384 6.88946 -1.55338
O: 1.96042 8.10124 -1.48921
O: 4.29240 6.98030 -1.96744
O: -0.19604 3.92317 -1.32337
H: -0.19664 6.59806 -1.21433
H: 4.26200 4.32711 -2.06747
H: 3.95623 7.89020 -1.86765
H: 0.17959 3.02673 -1.43641
C: -3.77142 -0.28989 1.35325
C: -3.39800 -0.57580 0.09990
C: -2.46176 0.30651 -0.66879
O: -2.15368 -0.02827 -1.80257
C: -1.96918 1.51504 -0.04284
C: -2.34337 1.80974 1.20859
C: -3.26306 0.91518 1.99596
O: -3.53556 1.25010 3.12900
O: -1.93773 2.89687 1.84186
O: -3.82115 -1.65455 -0.55242
H: -4.44355 -0.92214 1.92381
H: -1.30790 2.14995 -0.61691
H: -2.35657 2.88626 2.72889
H: -3.40390 -1.62805 -1.43082
C: 0.63297 -5.63311 -2.84177
C: 0.25584 -6.88768 -3.12209
C: 1.25472 -7.99393 -3.32859
O: 0.82346 -9.10471 -3.56464
C: 2.66884 -7.67294 -3.23754
C: 3.04548 -6.41934 -2.95436
C: 2.04409 -5.31717 -2.73132
O: 2.47069 -4.20420 -2.48362
O: 4.31258 -6.04857 -2.85095
O: -1.00975 -7.25297 -3.24106
H: -0.07706 -4.83174 -2.69499
H: 3.37947 -8.47071 -3.40045
H: 4.28829 -5.09996 -2.61827
H: -0.99738 -8.20749 -3.44267
C: -5.85223 -2.82129 5.61893
C: -6.79955 -3.27083 6.45291
C: -8.26333 -3.04270 6.19200
O: -9.05659 -3.49943 6.99025
C: -8.64382 -2.29011 5.00838
C: -7.69653 -1.83810 4.17755
C: -6.23503 -2.08941 4.42761
O: -5.43580 -1.66064 3.61436
O: -7.96992 -1.14341 3.08267
O: -6.52975 -3.94502 7.55788
H: -4.79844 -2.98156 5.79592
H: -9.69666 -2.11772 4.83729
H: -7.11379 -0.93975 2.66622
H: -7.39097 -4.14997 7.96760
C: -5.48102 4.74939 -0.13081
C: -6.30344 3.76462 0.25344
C: -5.90600 2.31663 0.17211
O: -6.70737 1.48751 0.55827
C: -4.59675 1.99116 -0.36296
C: -3.77267 2.97475 -0.75102
C: -4.16190 4.42512 -0.64728
O: -3.35011 5.25615 -1.00369
O: -2.56601 2.75485 -1.24283
O: -7.51861 3.98112 0.73304
H: -5.75737 5.79241 -0.07337
H: -4.32600 0.94680 -0.43051
H: -2.17458 3.63588 -1.43939
H: -7.88983 3.10209 0.93427
C: -1.51072 6.02232 5.71508
C: -0.47195 6.69552 6.22684
C: 0.82071 6.85745 5.47500
O: 1.70518 7.49717 6.00967
C: 0.93758 6.24360 4.16518
C: -0.10090 5.57091 3.64892
C: -1.39972 5.42502 4.39775
O: -2.29966 4.79824 3.86719
O: -0.05657 4.98983 2.46197
O: -0.49529 7.26495 7.42040
H: -2.44225 5.89818 6.24841
H: 1.87492 6.35348 3.63904
H: -0.93683 4.60208 2.28233
H: 0.37924 7.68171 7.53669

=====

ORCA calculation (the ωB97M-V functional and the def2-TZVPD basis) on C15H20AlBr15FN2 as an isolated structure in a non-equilibrium geometry.

Properties
Frontier orbital gap ... 0.214 hartree
Lowest unoccupied orbital energy ... 1.062 eV
Total charge ... -1

Cartesian coordinates (Å):
N: -1.89408 0.89528 3.69820
C: -2.14537 -0.27711 4.14912
C: -3.20605 -1.18533 3.61161
Al: -3.46739 -1.14910 1.58704
C: -4.29301 0.57367 0.87955
C: -3.68827 0.91933 -0.51510
C: -2.32633 1.60404 -0.39115
F: -2.20050 2.56923 -1.42646
C: -1.76897 -1.67489 0.54249
C: -0.53255 -1.31604 1.08655
C: 0.62987 -1.67474 0.41132
C: 0.50401 -2.35290 -0.79445
C: -0.77332 -2.63133 -1.24322
N: -1.91452 -2.33525 -0.62319
H: -1.10853 1.26468 4.23877
H: -1.53100 -0.67486 4.98482
H: -4.16328 -0.84154 4.04655
H: -3.04950 -2.19606 4.01612
H: -4.53940 -2.32517 1.25586
H: -5.37326 0.43935 0.70647
H: -4.18491 1.39817 1.60162
H: -3.63365 0.02542 -1.15143
H: -4.34769 1.62617 -1.04837
H: -1.51736 0.87787 -0.54297
H: -2.17142 2.07995 0.58425
H: -0.41155 -0.75618 2.01229
H: 1.62160 -1.42384 0.82356
H: 1.36325 -2.64028 -1.39493
H: -0.85847 -3.14163 -2.21088
C: 4.11629 -0.13159 3.03059
Br: 5.07081 -1.79189 2.79572
Br: 4.96865 1.32105 2.09101
Br: 2.26200 -0.30681 2.53707
H: 4.15165 0.10841 4.08421
C: -0.11523 4.54006 2.35802
Br: 0.74262 2.81560 2.25431
Br: -0.12564 5.42243 0.64374
Br: -1.88419 4.41647 3.10935
H: 0.47543 5.14923 3.02744
C: -1.84636 7.10264 -3.15446
Br: -0.06543 7.77864 -2.83128
Br: -2.33354 7.24759 -5.01832
Br: -2.05795 5.31243 -2.49186
H: -2.52755 7.73401 -2.60110
C: 2.52415 -4.17955 -4.49105
Br: 3.28428 -3.72981 -2.78153
Br: 0.98812 -5.32874 -4.30673
Br: 2.12149 -2.60533 -5.52732
H: 3.27481 -4.73551 -5.03616
C: 7.74644 -4.37597 -3.42254
Br: 8.32357 -5.36005 -1.86885
Br: 6.39578 -5.33532 -4.40905
Br: 7.16946 -2.59574 -2.96768
H: 8.60382 -4.27687 -4.07324

=====

ORCA calculation (the ωB97M-V functional and the def2-TZVPD basis) on a 2-piece molecular cluster, C2H4ClOP overall in a non-equilibrium geometry.

Properties
Frontier orbital gap (alpha / beta) ... 0.235 / 0.333 hartree
Lowest unoccupied orbital energy (alpha / beta) ... -2.122 / -0.343 eV

Cartesian coordinates (Å):
C: 0.28848 1.15932 -0.75495
C: 0.07441 -1.03446 1.41779
O: -0.82371 1.34990 -0.28421
P: 0.53296 -0.11820 -1.93714
Cl: -1.14299 -0.09746 1.93409
H: 1.07476 1.64486 -0.16158
H: 0.92389 -0.37526 1.12588
H: -0.11482 -1.92265 0.79626
H: -0.81298 -0.60605 -2.13614

=====

ORCA calculation (the ωB97M-V functional and the def2-TZVPD basis) on one molecule with the formula C19H22N2O2S2 in a non-equilibrium geometry.

Properties
SMILES string ... CCOc1ccc(N2CSC(=S)N(c3ccc(OCC)cc3)C2)cc1
Frontier orbital gap ... 0.302 hartree
Lowest unoccupied orbital energy ... 0.416 eV

Cartesian coordinates (Å):
S: -3.03220 1.91200 -2.57484
O: -3.96955 -3.01974 1.18758
O: 4.26346 0.29463 2.53425
S: -0.44475 2.36766 -3.84225
C: -1.45933 1.36776 -2.81602
C: -3.70466 -2.03520 -1.00038
C: -2.04803 -1.74254 0.70327
C: 3.73750 -0.31734 0.28158
C: 2.29640 1.21299 1.42586
C: -2.97635 -1.20988 -1.86237
C: -1.32342 -0.89775 -0.13603
C: 3.01239 -0.15982 -0.88027
C: 1.60637 1.43344 0.22824
C: -3.26545 -2.29149 0.30169
C: 3.43275 0.40320 1.43430
C: -1.78833 -0.60825 -1.43665
C: 1.95245 0.73462 -0.94508
N: -1.01450 0.17511 -2.28224
N: 1.24375 0.89190 -2.12989
C: 1.08357 2.17361 -2.86029
C: 0.39458 -0.20452 -2.52279
C: -5.73344 -1.50942 2.00739
C: 5.66019 2.19377 1.94792
C: -5.38671 -2.83982 1.33541
C: 4.84648 1.52297 3.04102
H: -4.64455 -2.42902 -1.34509
H: -1.65175 -2.02937 1.69756
H: 4.60352 -0.98830 0.30460
H: 1.99307 1.77494 2.31548
H: -3.39073 -0.98569 -2.84529
H: -0.39163 -0.53182 0.19447
H: 3.26426 -0.77357 -1.76555
H: 0.68813 2.05099 0.19305
H: 1.97990 2.30310 -3.43305
H: 1.09629 2.90863 -2.09688
H: 0.62873 -1.09539 -1.91699
H: 0.50496 -0.51501 -3.56717
H: -5.35258 -0.65236 1.41059
H: -6.81954 -1.44486 2.10881
H: -5.24895 -1.48496 2.98782
H: 6.44339 1.51251 1.63021
H: 5.04759 2.45469 1.08861
H: 6.10937 3.11656 2.35226
H: -5.82050 -3.62545 1.92225
H: -5.91666 -2.89191 0.37278
H: 4.00134 2.15345 3.33545
H: 5.49319 1.32492 3.91665

=====

ORCA calculation (the ωB97M-V functional and the def2-TZVPD basis) on C21H29ClGeN2O4Pd as an isolated structure.

Properties
Frontier orbital gap ... 0.169 hartree
Lowest unoccupied orbital energy ... 4.198 eV
Total charge ... -2

Cartesian coordinates (Å):
Pd: 0.71435 -0.81586 0.80015
C: -1.04266 1.01276 2.29790
C: -0.44255 -0.37931 2.40040
O: 0.68925 -0.52207 3.00162
N: -1.48858 -1.38447 2.62994
C: -1.22364 -2.69294 2.04452
C: -1.50348 -2.74431 0.55602
C: -2.32718 -3.71856 0.00085
C: -2.60732 -3.67812 -1.35620
C: -2.07781 -2.64871 -2.11805
C: -1.25836 -1.71470 -1.50041
N: -0.96206 -1.78088 -0.20151
H: -0.27290 1.70728 1.96584
H: -1.41493 1.33645 3.27917
H: -1.85212 1.05725 1.56665
H: -2.35343 -1.02572 2.24146
H: -1.84137 -3.45116 2.53941
H: -0.17332 -2.93049 2.23446
H: -2.74431 -4.49048 0.63704
H: -3.24628 -4.42939 -1.80748
H: -2.29851 -2.54824 -3.17233
H: -0.85566 -0.86360 -2.03610
C: -1.45449 7.43192 -2.26076
C: -0.29290 6.56866 -2.65872
C: 0.99542 7.07079 -2.72825
C: 2.04824 6.24345 -3.08327
Cl: 3.66813 6.91272 -3.17511
C: 1.83840 4.90664 -3.35275
C: 0.55204 4.38804 -3.29013
C: -0.51840 5.21504 -2.95903
O: -1.80406 4.82737 -2.92174
C: -2.11953 3.48572 -3.31414
C: -1.66061 2.34750 -2.35327
O: -1.90586 1.21786 -2.84160
O: -1.14022 2.68626 -1.28060
H: -1.12009 8.44112 -2.01644
H: -1.96646 7.00717 -1.39584
H: -2.19408 7.48872 -3.06255
H: 1.18240 8.11319 -2.50026
H: 2.67193 4.25993 -3.59008
H: 0.39835 3.33165 -3.45157
H: -1.72283 3.29445 -4.31570
H: -3.20727 3.46428 -3.36592
C: 4.33023 -0.22260 1.80226
Ge: 3.82037 -1.76508 0.68328
C: 3.26790 -3.20017 1.92938
C: 5.58480 -2.42620 -0.03192
C: 2.42484 -1.36737 -0.54742
H: 5.01750 -0.52670 2.59712
H: 3.42682 0.19312 2.25110
H: 4.81594 0.55116 1.20245
H: 4.11520 -3.60748 2.48945
H: 2.79064 -4.01218 1.37414
H: 2.53576 -2.78555 2.62570
H: 6.30024 -2.61953 0.77435
H: 6.01804 -1.68447 -0.70843
H: 5.44084 -3.35220 -0.59589
H: 2.18342 -2.25495 -1.14688
H: 2.68957 -0.54962 -1.22661

=====

The evaluated M for the records listed, in turn: 106.1; 121.2; 679.9; 1292.6; 1472.9; 110.5; 374.5; 588.0 u.